{"formula": "C3H7NO2", "method": "ωB97M-V/def2-TZVPD", "symbols": ["N", "C", "O", "H", "C", "C", "O", "H", "H", "H", "H", "H", "H"], "positions_angstrom": [[2.0968, -0.0620, -0.4281], [1.3326, 0.9154, -0.3542], [0.7595, 1.9319, -0.3543], [3.0341, 0.2170, -0.6627], [-1.4917, 0.3007, -0.0712], [-0.3413, -0.4454, 0.6383], [-0.3127, -1.8012, 0.2422], [-1.7228, 1.2791, 0.3644], [-2.3688, -0.3449, 0.0687], [-1.3625, 0.4429, -1.1522], [-0.4952, -0.3559, 1.7104], [0.7592, -0.2727, 0.6273], [0.1128, -1.8049, -0.6288]], "atomic_forces_ev_per_a": [[0.23, 0.65, -0.49], [1.49, 1.39, -0.86], [0.25, -0.78, 0.09], [0.53, 0.01, -0.39], [0.19, -0.07, 0.09], [-0.33, -0.40, 0.65], [-0.37, -0.61, -0.22], [0.22, -0.20, -0.01], [0.18, 0.17, -0.03], [0.18, -0.12, 0.23], [-0.54, -0.53, 0.29], [-1.97, 0.69, 0.35], [-0.05, -0.19, 0.30]], "lowdin_charge": [0.14, -0.43, 0.18, 0.09, -0.07, -0.35, -0.07, 0.08, 0.08, 0.08, 0.12, 0.06, 0.09], "largest_force_ha_per_bohr": 0.043, "homo_lumo_gap_ha": 0.3968, "smiles": "N=C=O.CCO", "total_charge": 0, "homo_energy_ev": -10.1}